The following is a DFT calculation (ωB97M-V with the def2-TZVPD basis set) of 12 unconnected molecules or ions with the total composition C36H94NO13 at a distorted geometry.

```
144
Properties=species:S:1:pos:R:3:forces:R:3:mulliken_spin:R:1
O -1.004822 0.117101 -2.412944 0.4 0.4 0.1 0.000
O 4.253111 -1.710032 -1.695997 0.1 -0.2 -0.4 0.522
O -5.868617 1.260795 -1.153670 0.0 0.0 0.0 0.000
O -5.038618 -5.217417 1.385626 0.0 -0.1 -0.1 0.000
O 1.591702 -2.022914 6.526261 -0.1 -0.1 0.1 0.000
O 2.441361 -7.330573 5.425045 0.1 0.1 0.0 0.000
O -5.709260 6.720917 -1.781031 0.0 0.1 0.0 0.000
O 3.175395 -2.269083 1.975829 0.0 0.0 0.1 0.003
O 2.595532 9.232937 1.670931 0.0 0.1 0.0 0.000
O 0.319761 4.309018 1.090727 -0.2 -0.1 0.0 0.000
O 2.494614 -5.566581 -6.805993 0.0 0.0 0.1 0.000
O -4.252504 -1.989616 4.038094 0.2 0.1 0.0 0.000
O -2.350595 2.380240 1.054383 -0.2 -0.1 -0.1 0.000
N 3.252406 -1.520799 -2.475022 -0.5 0.7 1.0 0.382
C 2.305838 -3.560442 -1.535735 -0.2 0.7 0.2 -0.022
C -4.109268 -2.378860 2.668379 -0.3 0.0 0.2 0.000
C 3.225058 -6.061387 -5.685310 0.2 0.1 -0.2 0.000
C 0.421506 -3.949166 5.621677 0.1 0.0 0.0 0.000
C 0.052273 5.713201 1.167737 0.3 0.0 0.1 0.000
C 3.401161 0.895850 -1.873577 0.0 -0.1 -0.1 0.021
C -4.160411 -6.618482 -0.406737 -0.1 0.0 0.0 0.000
C -1.945242 1.184229 3.124725 0.0 -0.1 0.0 0.000
C -5.298310 -1.915547 1.848728 0.1 0.1 0.0 0.000
C 1.991023 -2.134560 -2.013385 -0.5 -1.2 0.1 -0.002
C 1.700973 -1.635189 -5.433979 0.1 -0.1 0.0 -0.015
C 1.411272 -1.410001 -0.797932 0.1 0.1 -0.2 0.054
C -1.479029 -0.391139 -3.636006 0.1 -0.5 -0.1 0.000
C 4.326125 0.050666 -3.982500 -0.4 0.0 0.4 0.026
C 1.222885 6.538768 0.672255 -0.1 -0.2 -0.2 0.000
C -6.106267 2.667850 -1.090185 0.2 -0.1 0.1 0.000
C 0.406001 -2.814814 6.628537 0.2 0.0 -0.3 0.000
C -4.924432 3.462225 -1.606633 0.1 0.0 0.0 0.000
C 0.959462 -2.237818 -3.152520 0.7 0.6 -0.2 0.015
C -3.952650 -5.403989 0.478171 0.0 -0.2 0.1 0.000
C 2.285076 10.623666 1.744960 0.2 0.0 0.1 0.000
C 3.300408 -6.809169 6.436825 -0.1 -0.3 0.1 0.000
C -1.990061 1.118303 1.609627 0.2 0.3 0.1 0.000
C 3.430361 11.484825 1.245917 0.0 -0.1 -0.1 0.000
C 5.067252 -1.758516 3.413106 0.0 0.0 0.0 0.000
C -5.219125 7.991863 -1.359313 -0.2 0.0 -0.1 0.000
C -1.154435 2.509189 -3.138970 -0.6 -0.1 0.6 0.000
C -0.392183 -0.654523 -4.688677 0.2 0.1 0.8 0.001
C 3.158344 -0.136480 -2.990536 0.7 0.4 -1.1 0.018
C -1.458653 1.426478 -2.088139 0.1 -0.1 -0.1 0.000
C -6.278004 8.786483 -0.617652 0.0 -0.1 0.0 0.000
C 4.000996 -2.766816 3.026427 0.1 0.1 -0.2 0.000
C 1.835541 0.137500 -3.745827 0.0 -0.4 0.3 -0.018
C 4.146773 -5.006406 -5.103333 0.0 0.0 0.0 -0.012
C 1.007829 -1.081079 -4.181966 -0.1 -0.2 -0.5 0.028
C 4.376753 -7.804980 6.828441 0.0 0.0 -0.1 0.000
H -4.702318 3.183437 -2.639441 -0.1 0.0 0.0 0.000
H 2.781512 -3.486245 -0.569623 0.4 -0.3 0.2 0.008
H -6.993911 2.859527 -1.691969 0.0 -0.1 0.0 0.000
H 1.399066 10.774022 1.130056 0.0 -0.1 0.0 0.000
H 3.751203 -5.902653 6.036214 -0.1 0.0 -0.1 0.000
H 1.617857 -1.667595 5.631028 0.0 0.0 0.1 0.000
H 3.930301 -8.722276 7.219793 0.0 0.0 0.1 0.000
H 3.796739 -6.945300 -5.988176 0.0 0.0 0.1 0.000
H -4.034696 3.243427 -1.008572 0.0 0.1 0.1 0.000
H -1.953919 -1.346515 -3.420670 -0.1 -0.2 0.2 0.000
H 5.257613 -0.113230 -3.457016 0.3 -0.2 -0.1 0.000
H 2.048825 -1.566896 0.061737 0.1 0.2 0.2 -0.011
H -1.020598 0.804612 1.205033 0.0 -0.1 0.0 0.000
H 1.092538 4.127124 1.636716 0.0 0.0 -0.1 0.000
H 2.026987 -8.125447 5.777400 0.0 0.0 -0.1 0.000
H -6.222981 -2.355908 2.226779 0.0 -0.1 -0.1 0.000
H 5.687774 -2.134249 4.228008 0.0 0.0 0.0 0.000
H -3.189790 -1.921872 2.299932 0.0 0.1 0.1 0.000
H -5.092574 1.077861 -0.611843 0.0 0.0 0.0 0.000
H -0.254977 0.207060 -5.337161 0.0 0.2 -0.2 0.000
H 1.149870 -2.476957 -5.841088 0.0 -0.2 0.0 0.000
H -5.189630 -2.195025 0.799965 0.0 0.0 0.0 0.000
H 2.030985 10.885569 2.777341 -0.1 0.1 0.0 0.000
H 2.486080 -6.372640 -4.948676 -0.1 0.0 0.0 0.000
H 2.934136 -4.095204 -2.235790 0.0 -0.2 -0.2 -0.002
H 1.004150 7.601376 0.720897 0.0 0.1 0.1 0.000
H 4.685739 -5.390835 -4.235883 0.0 0.0 0.0 0.001
H 4.881021 -4.681316 -5.844555 0.0 0.0 0.0 0.000
H -0.966805 1.705540 -1.164998 0.1 -0.2 0.3 0.000
H -0.623532 3.321101 -2.660054 0.3 0.2 -0.1 0.000
H 2.781400 1.767802 -2.051053 -0.2 0.2 0.1 0.003
H -4.367498 7.792758 -0.710923 0.0 -0.1 0.0 0.000
H 1.173724 -3.153040 -3.695800 0.0 -0.3 -0.1 0.000
H -5.402750 -0.830933 1.913912 0.0 0.0 0.0 0.000
H 1.250439 -0.355779 -0.965053 -0.1 0.3 -0.1 -0.013
H -6.457811 6.873014 -2.368483 0.0 0.0 0.0 0.000
H -2.087496 2.932025 -3.490636 -0.1 0.1 -0.4 0.000
H 3.173157 12.543936 1.289006 0.0 0.0 0.0 0.000
H 3.678708 11.226083 0.216454 0.0 0.0 0.0 0.000
H 4.292010 1.080249 -4.320817 0.1 0.2 -0.1 -0.001
H -1.680033 3.019733 1.325155 0.1 0.0 -0.1 0.000
H 3.131530 -5.296712 -7.476262 -0.1 0.0 0.0 0.000
H 3.575429 -4.128553 -4.799115 0.0 0.0 0.0 0.011
H 3.347767 -2.973279 3.873704 -0.1 0.0 0.0 0.000
H -0.477953 -4.562449 5.703646 0.0 0.0 0.0 0.000
H 0.372191 -3.202915 7.646403 0.1 0.1 0.0 0.000
H 1.256252 0.844970 -3.181637 -0.5 0.0 0.4 -0.002
H 1.766762 -0.880243 -6.213765 0.0 0.2 -0.1 -0.001
H 4.230853 -0.595562 -4.845150 0.1 -0.2 -0.1 0.000
H -3.895736 -4.498367 -0.124210 0.0 0.1 0.1 0.000
H -0.830250 5.891973 0.555177 0.0 -0.1 0.0 0.000
H 2.709553 -1.963230 -5.203737 0.2 -0.2 0.0 0.009
H 3.371587 9.077008 2.220327 0.0 0.0 -0.1 0.000
H -3.333763 -6.738500 -1.108057 0.0 0.0 0.0 0.000
H 4.975482 -8.077163 5.958932 0.0 0.0 0.0 0.000
H -0.189674 5.977463 2.202473 -0.1 0.1 0.0 0.000
H -1.688847 0.214694 3.555933 0.0 0.0 0.0 0.000
H -7.141676 8.972736 -1.260295 0.0 0.1 0.0 0.000
H 1.362915 -4.064965 -1.363196 -0.2 -0.3 -0.2 0.000
H -4.002369 -3.461820 2.610762 0.0 0.0 -0.1 0.000
H -5.098561 -6.005315 1.937111 0.0 0.0 0.0 0.000
H -6.630046 8.230115 0.251216 0.0 0.0 0.0 0.000
H 5.713222 -1.535746 2.560624 0.0 -0.1 0.0 0.000
H 3.748530 -2.089531 1.220077 0.0 0.0 0.0 0.001
H 3.217292 0.483302 -0.893312 -0.2 0.0 0.2 0.004
H -2.742204 0.399993 1.281730 0.0 0.0 -0.1 0.000
H 2.113595 6.347700 1.274101 0.0 0.1 0.1 0.000
H -5.885241 9.747644 -0.283160 0.0 0.0 0.0 0.000
H -5.118343 4.536615 -1.565472 0.0 -0.1 0.0 0.000
H -4.234981 -7.526744 0.195908 0.1 0.0 0.0 0.000
H 2.700062 -6.532142 7.310258 0.1 0.1 0.0 0.000
H 1.461738 6.273337 -0.358891 0.0 0.0 0.0 0.000
H -5.088146 -6.522155 -0.971146 0.0 0.0 0.0 0.000
H -3.018160 -5.497828 1.042178 0.1 0.1 -0.1 0.000
H -0.588276 2.129711 -3.973764 0.2 -0.1 -0.3 0.000
H -1.206219 1.918044 3.455500 0.1 0.0 0.0 0.000
H 4.455410 -3.711257 2.709631 0.0 0.0 0.1 0.000
H -6.330098 2.948011 -0.055303 -0.1 0.1 0.0 0.000
H 4.606071 -0.821661 3.727648 0.0 0.0 0.0 0.000
H -0.468337 -2.179082 6.473740 -0.1 0.0 0.1 0.000
H -5.059561 -2.396688 4.371703 0.1 0.0 0.0 0.000
H -0.758011 -1.476306 -5.294641 -0.2 -0.1 -0.3 0.000
H 0.480655 -3.555928 4.602966 -0.1 0.0 0.0 0.000
H 4.326064 11.323588 1.850231 0.0 0.1 0.0 0.000
H 0.449265 -1.851860 -0.577137 -0.3 -0.1 0.1 0.002
H -2.525558 1.371532 -1.873734 -0.2 0.1 0.0 0.000
H -2.912596 1.495148 3.519488 0.0 -0.1 0.0 0.000
H 4.428901 1.229893 -1.892316 0.3 0.0 0.1 -0.006
H 5.035903 -7.390655 7.592558 0.0 0.0 0.0 0.000
H -0.012241 -2.368135 -2.698688 -0.3 0.1 0.1 -0.001
H 2.102832 0.650453 -4.663494 0.0 0.3 -0.2 0.000
H -4.860609 8.550790 -2.230079 0.1 0.1 0.1 0.000
H -2.271666 0.233388 -4.038207 -0.1 0.2 -0.2 0.000
H 1.294440 -4.585382 5.774757 0.0 0.0 0.0 0.000
```
Positions in Å, forces in eV/Å.

Computed properties:
Maximum force   1.359 eV/A
Spin multiplicity   2
E_tot   -2460.70050 Eh
Net charge   0
Kohn-Sham gap (alpha / beta)   8.57 / 9.74 eV
M   749.14 g/mol
LUMO energy (alpha / beta)   0.01896 / 0.01878 hartree
HOMO energy (alpha / beta)   -8.05 / -9.23 eV